Molecular formula: C45H50F48N2O6
Method: DFT, ωB97M-V/def2-TZVPD

calculated total energy	-193179.6926	eV
HOMO energy	-0.3850	Ha

Geometry as ORCA input:
```
! wB97M-V def2-TZVPD RIJCOSX def2/J DEFGRID3
* xyz 0 1
C 2.595 -2.055 0.843
C 3.754 -1.640 -0.053
C 4.889 -2.650 -0.046
C 6.158 -2.026 -0.652
C 7.345 -2.161 0.285
C 8.595 -1.338 -0.101
C 8.644 -0.808 -1.528
C 7.948 0.563 -1.721
C 6.962 0.481 -2.874
C 6.170 1.751 -3.190
C 4.940 1.997 -2.337
C 5.172 2.074 -0.837
C 6.184 3.061 -0.550
N 7.101 3.780 -0.351
C 3.871 2.446 -0.108
C 4.144 2.545 1.296
N 4.480 2.627 2.426
H 2.884 -1.920 1.874
H 2.402 -3.100 0.660
H 1.728 -1.461 0.619
H 3.410 -1.425 -1.058
H 4.145 -0.710 0.357
H 5.053 -2.920 0.989
H 4.562 -3.503 -0.623
H 5.950 -0.975 -0.768
H 6.330 -2.490 -1.612
H 6.998 -1.807 1.245
H 7.554 -3.215 0.414
H 9.447 -1.992 0.020
H 8.721 -0.545 0.618
H 9.690 -0.636 -1.742
H 8.306 -1.524 -2.260
H 8.673 1.333 -1.922
H 7.488 0.788 -0.770
H 6.267 -0.341 -2.788
H 7.550 0.278 -3.748
H 5.796 1.630 -4.198
H 6.817 2.612 -3.237
H 4.542 2.961 -2.636
H 4.164 1.272 -2.545
H 5.448 1.096 -0.479
H 3.190 1.616 -0.234
H 3.467 3.366 -0.483
F 0.116 -4.534 -1.701
C -0.237 -3.455 -2.425
F 0.853 -2.654 -2.519
C -1.382 -2.653 -1.793
F -0.965 -2.054 -0.657
F -1.646 -1.657 -2.687
C -2.729 -3.356 -1.533
O -3.018 -3.859 -0.228
C -2.574 -5.100 0.174
F -2.164 -5.843 -0.873
F -3.645 -5.746 0.696
C -1.510 -5.023 1.275
F -0.493 -4.227 0.909
F -1.023 -6.265 1.511
H -0.514 -3.783 -3.431
H -3.475 -2.577 -1.654
H -2.951 -4.094 -2.303
H -1.943 -4.637 2.197
F -5.772 -2.737 6.363
C -6.926 -2.055 6.226
F -7.813 -2.613 7.087
C -7.489 -2.111 4.804
F -7.902 -3.362 4.508
F -8.602 -1.324 4.831
C -6.618 -1.577 3.654
O -5.851 -2.479 2.868
C -4.600 -2.922 3.236
F -4.093 -2.180 4.242
F -3.800 -2.704 2.165
C -4.575 -4.420 3.550
F -5.495 -4.755 4.468
F -3.350 -4.745 4.040
H -6.756 -1.022 6.538
H -7.337 -1.185 2.936
H -6.022 -0.722 3.971
H -4.759 -4.993 2.643
F -6.986 0.144 -0.366
C -8.187 0.755 -0.367
F -9.009 0.035 0.435
C -8.808 0.838 -1.766
F -9.153 -0.390 -2.203
F -9.966 1.537 -1.598
C -8.028 1.575 -2.870
O -7.238 0.835 -3.794
C -5.947 0.445 -3.520
F -5.452 1.085 -2.443
F -5.194 0.816 -4.574
C -5.805 -1.077 -3.403
F -6.666 -1.605 -2.519
F -4.546 -1.372 -2.988
H -8.075 1.755 0.061
H -8.803 2.004 -3.503
H -7.475 2.424 -2.468
H -5.978 -1.549 -4.373
F 5.530 -2.303 -4.821
C 6.621 -2.388 -5.610
F 7.528 -1.505 -5.129
C 6.320 -2.046 -7.070
F 6.020 -0.736 -7.195
F 7.494 -2.247 -7.732
C 5.264 -2.884 -7.812
O 3.931 -2.399 -7.921
C 2.985 -2.582 -6.936
F 3.378 -3.505 -6.036
F 1.886 -3.075 -7.544
C 2.553 -1.269 -6.269
F 3.602 -0.570 -5.800
F 1.733 -1.553 -5.232
H 7.037 -3.396 -5.522
H 5.607 -2.891 -8.845
H 5.282 -3.925 -7.490
H 2.014 -0.649 -6.989
F 6.399 9.706 -1.014
C 6.991 8.951 -0.066
F 7.470 9.793 0.881
C 8.149 8.113 -0.613
F 9.178 8.911 -0.976
F 8.582 7.372 0.442
C 7.857 7.111 -1.744
O 8.122 7.487 -3.094
C 7.234 8.205 -3.859
F 6.007 8.239 -3.300
F 7.107 7.541 -5.030
C 7.747 9.606 -4.215
F 8.108 10.303 -3.126
F 6.762 10.286 -4.849
H 6.238 8.305 0.394
H 8.559 6.298 -1.575
H 6.870 6.664 -1.642
H 8.608 9.525 -4.881
F -11.466 0.272 11.519
C -12.548 0.920 11.046
F -13.626 0.467 11.726
C -12.774 0.679 9.550
F -13.135 -0.601 9.325
F -13.847 1.456 9.224
C -11.656 1.074 8.568
O -10.748 0.088 8.093
C -9.622 -0.292 8.788
F -9.349 0.585 9.776
F -8.595 -0.201 7.911
C -9.695 -1.741 9.294
F -10.813 -1.954 10.010
F -8.630 -1.994 10.091
H -12.435 1.989 11.247
H -12.188 1.368 7.665
H -11.130 1.967 8.903
H -9.678 -2.441 8.459
*
```